1.
{"formula": "C38H52Br2O3", "method": "wB97M-V/def2-TZVPD", "lumo_ev": 0.416, "gap_ev": 9.7, "species": ["Br", "C", "C", "Br", "H", "H", "H", "H", "C", "C", "C", "C", "C", "C", "H", "H", "H", "H", "H", "H", "C", "C", "C", "C", "C", "C", "H", "H", "H", "H", "H", "H", "C", "C", "C", "C", "C", "C", "H", "H", "H", "H", "H", "H", "C", "C", "C", "C", "C", "C", "H", "H", "H", "H", "H", "H", "C", "C", "C", "C", "C", "C", "H", "H", "H", "H", "H", "H", "C", "C", "O", "H", "H", "H", "H", "H", "H", "C", "C", "O", "H", "H", "H", "H", "H", "H", "C", "C", "O", "H", "H", "H", "H", "H", "H"], "xyz": [[-6.9655, -0.4543, -2.0622], [-5.6766, 0.7301, -1.1810], [-6.3460, 2.0917, -1.0268], [-5.1742, 3.3807, -0.1780], [-4.7680, 0.7382, -1.7751], [-5.3813, 0.3850, -0.1886], [-7.2741, 1.9427, -0.4818], [-6.6032, 2.4522, -2.0208], [-1.2698, -0.2560, 1.2486], [0.0253, -0.6314, 0.9254], [0.5518, -0.2516, -0.3123], [-0.1330, 0.6201, -1.1484], [-1.3632, 1.1165, -0.7204], [-1.9264, 0.6970, 0.4762], [-1.6920, -0.5429, 2.2054], [0.4940, -1.3991, 1.5288], [1.5520, -0.6213, -0.5118], [0.3793, 0.9217, -2.0521], [-1.9250, 1.7676, -1.3816], [-2.8323, 1.1581, 0.8501], [1.3853, 2.4150, 4.7980], [0.5401, 2.6075, 3.7190], [-0.7985, 2.2394, 3.8470], [-1.2945, 1.8328, 5.0964], [-0.4418, 1.7810, 6.1962], [0.9018, 2.0396, 6.0325], [2.4491, 2.5860, 4.6687], [0.8705, 2.9809, 2.7585], [-1.4785, 2.2230, 3.0065], [-2.3372, 1.5582, 5.1776], [-0.8341, 1.5558, 7.1806], [1.6176, 1.9407, 6.8397], [2.5797, 6.3957, -2.6655], [3.0322, 5.2041, -3.2043], [2.1821, 4.1074, -3.2501], [0.9167, 4.1747, -2.6793], [0.4782, 5.3778, -2.1288], [1.2922, 6.4963, -2.1468], [3.2891, 7.2152, -2.6475], [4.0462, 5.0914, -3.5641], [2.5648, 3.1273, -3.5113], [0.2948, 3.3008, -2.5318], [-0.5029, 5.5032, -1.6855], [0.9050, 7.4290, -1.7588], [-1.3234, -5.1745, 2.7035], [-0.4083, -4.1368, 2.8863], [0.9465, -4.3917, 2.8819], [1.4275, -5.6832, 2.8210], [0.5224, -6.7226, 2.6440], [-0.8545, -6.4759, 2.5986], [-2.3726, -4.9137, 2.6505], [-0.7180, -3.0976, 2.8759], [1.6630, -3.5812, 2.9843], [2.4787, -5.9171, 2.9256], [0.8096, -7.7628, 2.5481], [-1.5476, -7.2882, 2.4253], [5.2504, -1.7923, 2.6527], [4.8487, -2.0922, 3.9491], [3.6671, -1.6029, 4.4632], [2.8486, -0.8236, 3.6457], [3.2532, -0.5186, 2.3560], [4.4866, -0.9538, 1.8644], [6.1666, -2.1623, 2.2080], [5.4542, -2.7601, 4.5520], [3.3800, -1.8265, 5.4823], [1.8679, -0.4874, 3.9614], [2.5828, 0.1198, 1.7921], [4.8078, -0.7266, 0.8566], [-1.1419, -3.5755, -0.7037], [-0.5897, -4.9744, -0.8226], [-0.7681, -5.4400, -2.1588], [-0.4826, -2.8614, -1.2010], [-1.1437, -3.2174, 0.3274], [-2.1685, -3.4858, -1.0559], [-1.1089, -5.6751, -0.1604], [0.4555, -4.9969, -0.4941], [-0.4727, -6.3523, -2.2083], [-1.8334, 1.9354, -4.3442], [-2.8635, 2.9681, -3.9522], [-4.0789, 2.3316, -3.5752], [-2.1150, 1.2707, -5.1600], [-1.4246, 1.3304, -3.5320], [-0.9209, 2.4335, -4.6990], [-3.0286, 3.6083, -4.8282], [-2.4435, 3.6386, -3.1916], [-4.7529, 3.0176, -3.6438], [2.5088, 0.2286, -5.2614], [1.3873, -0.6268, -4.7193], [1.3251, -1.8782, -5.3853], [3.4994, -0.1190, -4.9393], [2.4335, 1.2587, -4.9189], [2.6365, 0.1629, -6.3435], [0.4509, -0.0677, -4.8518], [1.4818, -0.7974, -3.6401], [0.5915, -2.3724, -5.0057]], "forces_ev_per_a": [[0.4, 0.1, 0.4], [0.3, 0.4, 0.5], [-0.1, -0.9, -1.0], [-0.1, -0.2, 0.0], [-0.2, 0.2, -0.3], [-0.4, -0.5, -0.1], [0.1, 0.4, 0.3], [0.1, 0.3, 0.1], [0.3, 1.0, 0.6], [-1.0, -0.9, -0.9], [0.4, 0.0, 1.0], [0.4, -0.3, 0.7], [-0.2, -0.1, -0.7], [0.2, -0.1, 0.0], [-0.1, -0.2, -0.1], [0.4, 0.2, 0.0], [-0.1, 0.1, -0.5], [-0.4, 0.1, -0.2], [0.0, 0.2, 0.2], [-0.2, -0.2, -0.2], [0.6, 0.5, -0.5], [-0.8, -0.5, -0.2], [-0.2, -0.2, 0.8], [0.5, 0.2, -0.5], [-0.6, 0.0, 0.1], [0.4, -0.1, 0.1], [-0.1, 0.1, 0.1], [0.3, -0.1, 0.0], [0.1, 0.3, -0.1], [0.0, 0.0, 0.1], [0.0, -0.2, -0.1], [-0.2, 0.0, 0.2], [0.4, 0.2, -0.1], [-0.3, -0.3, -0.1], [0.0, -0.6, 0.9], [-0.1, 0.4, 0.5], [-0.1, 0.2, -0.2], [0.3, 0.0, -0.2], [-0.3, 0.2, 0.1], [0.0, 0.2, 0.0], [0.0, 0.1, -0.4], [0.1, -0.1, -0.4], [0.0, -0.4, 0.0], [0.2, 0.1, 0.1], [0.3, 0.5, 0.3], [-0.2, 0.1, -0.8], [0.7, 0.4, 0.5], [-0.3, -0.9, -0.1], [-0.8, -0.3, 0.1], [0.2, 0.3, -0.2], [-0.1, -0.3, 0.0], [-0.3, -0.1, 0.2], [-0.1, 0.0, 0.0], [0.1, 0.2, -0.2], [0.4, 0.1, 0.1], [0.0, -0.1, 0.1], [0.2, 0.3, -0.2], [0.5, -0.5, 0.0], [-0.4, 0.3, -0.1], [0.1, -0.3, 0.0], [0.1, 0.5, 0.0], [-0.8, -0.2, 0.1], [0.1, -0.2, 0.4], [0.0, 0.1, 0.0], [-0.1, -0.1, 0.0], [0.1, 0.1, 0.2], [0.2, -0.1, -0.3], [0.0, 0.1, 0.0], [0.3, 0.4, 0.3], [-0.4, -0.5, 0.4], [0.2, 0.3, -0.2], [-0.2, 0.0, -0.4], [0.0, -0.4, 0.1], [0.1, -0.1, -0.3], [-0.1, 0.2, 0.2], [0.1, 0.1, -0.3], [0.0, 0.0, 0.0], [1.3, -0.1, -0.1], [0.5, -0.1, -0.8], [0.1, 0.4, 0.1], [-0.4, 0.0, 0.1], [-0.6, -0.1, 0.2], [-0.2, 0.3, -0.1], [-0.1, -0.1, 0.0], [-0.3, -0.2, 0.3], [-0.1, -0.2, 0.1], [1.3, -0.6, 0.1], [-0.5, 0.3, 0.1], [0.1, 0.1, -0.1], [-0.2, -0.1, 0.4], [-0.2, 0.1, -0.2], [-0.7, 0.3, -0.1], [-0.1, -0.1, -0.1], [0.2, 0.1, 0.0], [0.1, -0.1, 0.0]]}

***

2.
{"formula": "C38H53BN13O3V", "method": "wB97M-V/def2-TZVPD", "lumo_ev": [-0.570, -0.715], "relative_energy_kj_mol": 47.50, "multiplicity": 3, "gap_ev": [7.5, 7.4], "species": ["V", "C", "C", "C", "C", "N", "N", "B", "N", "N", "C", "C", "C", "C", "C", "C", "C", "C", "N", "N", "C", "C", "C", "C", "C", "C", "C", "C", "C", "C", "C", "C", "H", "H", "H", "H", "H", "H", "H", "H", "H", "H", "H", "H", "H", "H", "H", "H", "H", "H", "H", "H", "H", "H", "H", "H", "H", "H", "H", "H", "H", "H", "H", "H", "H", "H", "H", "H", "H", "H", "H", "H", "C", "C", "N", "O", "C", "C", "N", "O", "H", "H", "H", "H", "H", "H", "H", "N", "C", "C", "C", "C", "N", "C", "C", "H", "H", "H", "H", "N", "C", "O", "C", "C", "N", "C", "N", "H", "H"], "xyz": [[0.5379, -0.4497, 0.3353], [-3.9760, -0.3517, 3.1149], [-2.8028, -1.0715, 2.5208], [-2.4694, -2.3931, 2.6564], [-1.3003, -2.6020, 1.9102], [-0.9410, -1.4402, 1.3389], [-1.8859, -0.4963, 1.7186], [-1.9553, 1.0124, 1.2982], [-0.6393, 1.8311, 1.5206], [0.6220, 1.5271, 1.0259], [1.4353, 2.5329, 1.3976], [0.6843, 3.4798, 2.1002], [-0.6047, 3.0044, 2.1661], [-1.7860, 3.6298, 2.8405], [2.9493, 2.6685, 1.2480], [3.5393, 2.5141, 2.6614], [3.2744, 4.0742, 0.7261], [3.6394, 1.6615, 0.3261], [-2.4317, 1.2132, -0.1464], [-1.6228, 0.9209, -1.2136], [-2.3235, 1.2978, -2.2991], [-3.5841, 1.8009, -1.9026], [-3.6016, 1.7553, -0.5364], [-4.6855, 2.1845, 0.4078], [-1.9224, 1.1948, -3.7738], [-2.1128, 2.5730, -4.4197], [-0.4817, 0.7428, -4.0309], [-2.8807, 0.2006, -4.4553], [-0.6380, -3.9775, 1.8549], [0.5439, -4.1435, 0.9042], [-1.7087, -5.0014, 1.4285], [-0.1520, -4.3012, 3.2804], [-4.5553, -1.0610, 3.7031], [-4.6317, 0.0691, 2.3497], [-3.6628, 0.4665, 3.7693], [-3.0139, -3.1244, 3.2438], [-2.7952, 1.5027, 1.9982], [1.0409, 4.4025, 2.5401], [-1.4624, 4.5488, 3.3249], [-2.2108, 2.9694, 3.5996], [-2.5804, 3.8780, 2.1330], [3.0612, 3.1886, 3.3773], [4.6127, 2.7334, 2.6360], [3.4007, 1.4887, 3.0227], [2.9537, 4.8597, 1.4183], [2.7922, 4.2518, -0.2414], [4.3584, 4.1663, 0.5904], [3.2126, 0.6677, 0.3898], [4.6943, 1.5933, 0.6113], [3.6052, 1.9820, -0.7184], [-4.3723, 2.1859, -2.5384], [-5.5100, 2.5967, -0.1674], [-4.3463, 2.9492, 1.1103], [-5.0714, 1.3523, 0.9967], [-1.4698, 3.3181, -3.9358], [-3.1518, 2.9200, -4.3483], [-1.8420, 2.5245, -5.4818], [0.1915, 1.6056, -4.0672], [-0.4188, 0.2420, -5.0023], [-0.1134, 0.0620, -3.2767], [-3.9318, 0.4511, -4.2690], [-2.7036, -0.8206, -4.0985], [-2.7093, 0.2109, -5.5384], [0.3035, -3.8828, -0.1282], [0.8371, -5.1980, 0.9129], [1.4063, -3.5640, 1.2276], [-2.0592, -4.7932, 0.4104], [-2.5777, -5.0037, 2.0937], [-1.2702, -6.0061, 1.4421], [0.5990, -3.5683, 3.6095], [0.3053, -5.2989, 3.2951], [-0.9749, -4.2881, 4.0052], [4.2013, -2.4585, 1.2146], [2.9330, -1.6964, 1.2868], [2.1696, -1.5149, 0.2507], [2.6341, -2.1854, -0.8870], [2.4281, -1.1568, 2.5121], [3.0204, -1.3163, 3.8685], [1.2529, -0.5621, 2.3189], [0.6598, -0.1195, 3.3253], [4.4405, -2.7311, 0.1943], [4.1124, -3.3711, 1.8120], [5.0110, -1.8584, 1.6398], [1.8200, -2.3859, -1.3668], [3.7827, -2.0996, 3.8801], [2.2287, -1.5746, 4.5738], [3.4745, -0.3896, 4.2373], [3.4991, 3.9943, -5.4692], [3.0659, 3.3027, -4.6555], [2.5231, 2.4306, -3.6189], [1.5489, 2.8972, -2.7534], [1.0743, 2.0464, -1.7767], [1.5211, 0.7908, -1.6097], [2.4429, 0.3445, -2.4731], [2.9676, 1.1269, -3.4861], [1.1628, 3.9060, -2.8366], [0.3032, 2.3822, -1.1017], [2.7876, -0.6681, -2.3397], [3.7105, 0.7176, -4.1568], [-2.2307, -2.3863, -1.1510], [-0.9889, -2.4721, -1.6464], [-0.0246, -1.7579, -1.1771], [-0.7072, -3.3723, -2.6871], [0.6431, -3.4080, -3.1665], [1.7517, -3.3519, -3.5021], [-1.7598, -4.1547, -3.2683], [-2.6812, -4.7283, -3.6717], [-2.4686, -1.5484, -0.6499], [-2.9692, -2.8400, -1.6660]], "forces_ev_per_a": [[-0.6, 0.3, -1.5], [0.1, -0.1, 0.0], [0.0, 0.3, -0.1], [-0.1, -0.4, 0.2], [0.0, 0.1, -0.1], [-1.2, 0.1, 0.7], [0.3, 0.1, -0.1], [0.0, 0.2, 0.0], [0.3, -0.4, -0.2], [-0.7, 0.6, 0.5], [-0.1, -0.1, 0.0], [0.2, 0.3, 0.1], [-0.1, -0.1, 0.0], [0.1, 0.0, 0.0], [-0.1, -0.1, 0.1], [0.0, -0.1, 0.1], [0.0, 0.2, 0.0], [0.1, 0.1, -0.1], [0.4, -0.3, 0.2], [-0.6, 0.2, -0.2], [0.1, -0.2, 0.1], [0.0, 0.3, -0.5], [-0.2, -0.1, 0.3], [0.1, 0.0, -0.1], [-0.1, -0.1, 0.2], [-0.1, 0.2, -0.1], [0.0, 0.1, -0.3], [-0.1, -0.1, 0.0], [-0.1, 0.0, 0.0], [0.1, 0.0, -0.1], [-0.1, 0.0, 0.0], [0.1, 0.0, 0.1], [0.0, 0.0, 0.0], [0.1, -0.1, 0.1], [0.0, -0.1, -0.1], [0.2, 0.2, -0.2], [0.3, -0.1, -0.1], [-0.1, -0.2, -0.1], [0.0, 0.0, 0.0], [0.1, 0.0, -0.1], [0.1, 0.0, 0.0], [0.1, -0.1, -0.1], [-0.1, 0.0, 0.0], [0.0, 0.1, 0.0], [0.0, -0.1, -0.1], [0.1, 0.0, 0.1], [-0.1, 0.0, 0.0], [0.0, -0.1, 0.1], [-0.1, 0.0, 0.0], [0.0, 0.0, 0.1], [0.2, -0.1, 0.1], [-0.1, 0.0, 0.0], [0.0, -0.1, -0.1], [0.0, 0.1, -0.1], [-0.1, -0.1, -0.1], [0.2, -0.1, 0.0], [0.0, 0.0, 0.2], [-0.3, -0.4, -0.1], [0.0, 0.1, 0.1], [-0.1, -0.3, 0.1], [0.2, 0.0, 0.0], [0.0, 0.1, 0.0], [0.0, 0.0, 0.2], [0.0, -0.1, 0.2], [0.0, 0.1, 0.0], [-0.1, 0.0, 0.0], [0.1, 0.0, 0.2], [0.1, 0.0, -0.1], [-0.1, 0.1, 0.0], [-0.2, -0.1, -0.1], [-0.1, 0.2, 0.0], [0.1, 0.0, -0.2], [0.3, -0.1, 0.1], [-0.1, 0.1, 0.5], [1.4, -0.9, -0.4], [0.1, 0.4, 0.4], [0.0, 0.0, -0.7], [0.1, 0.0, 0.0], [0.8, -0.3, 1.1], [-0.4, 0.3, -0.2], [0.0, 0.0, 0.0], [0.0, 0.1, 0.0], [-0.1, -0.1, 0.0], [-0.4, -0.1, -0.4], [-0.1, 0.1, 0.0], [0.0, 0.0, 0.0], [-0.1, -0.1, 0.0], [-0.2, -0.3, 0.4], [0.0, -0.1, 0.1], [0.4, 0.5, -0.4], [0.1, 0.3, 0.2], [0.2, -0.2, 0.2], [-0.2, 0.2, 0.1], [-0.2, 0.1, 0.2], [0.1, -0.1, -0.2], [0.0, -0.1, 0.0], [0.0, 0.0, 0.0], [0.0, -0.1, 0.0], [0.0, 0.0, 0.0], [-0.4, 0.1, 0.1], [0.9, 0.3, -0.3], [-0.1, 0.2, 0.0], [0.1, -0.5, -0.5], [-0.3, 0.1, 0.0], [-0.5, -0.1, 0.2], [0.3, 0.2, 0.1], [0.4, 0.2, 0.2], [0.0, 0.1, 0.1], [0.0, 0.0, 0.0]]}